Record 1
{"formula": "C13H19N3O4", "method": "ωB97M-V/def2-TZVPD", "e_above_lowest_kcal_mol": 278.9, "lumo_energy_ev": 0.1, "homo_energy_ev": -8.7, "fmax_ev_per_a": 14.92, "gap_ev": 8.87, "charge": 0, "species": ["C", "C", "C", "N", "C", "O", "N", "C", "O", "C", "C", "N", "C", "C", "C", "O", "H", "H", "H", "H", "H", "H", "H", "H", "C", "H", "H", "C", "H", "H", "H", "C", "O", "H", "H", "H", "H", "H", "H"], "positions_angstrom": [[-2.7995, -3.4286, 0.7588], [-3.1802, -2.2116, 0.6891], [-3.3411, -1.2573, -0.5539], [-2.7392, -0.1108, -0.3953], [-3.5092, 0.8362, -0.1243], [-4.7830, 0.8877, 0.2671], [-2.8931, 2.0299, 0.3562], [-1.4543, 2.3638, -0.0874], [-1.0417, 3.4739, 0.1879], [-0.6691, 1.1244, -0.4170], [0.6257, 1.4122, -0.6258], [1.1981, 0.2287, -1.1801], [2.7338, -0.2848, -1.3691], [3.0769, -1.4269, -0.7429], [2.7855, -1.6899, 0.5891], [3.5101, -0.7599, 1.5413], [3.5201, -1.0378, 2.4136], [3.0226, -2.7483, 1.1040], [1.8332, -1.4080, 0.8645], [4.0824, -1.6524, -0.8591], [2.4139, -2.2565, -1.4104], [3.1853, 0.7009, -0.5224], [2.9642, 0.1107, -2.2616], [0.6169, -0.6294, -1.0408], [1.4952, 2.6178, -0.6485], [0.9686, 3.3508, -0.5980], [2.3591, 2.2780, -1.0896], [2.0185, 2.6502, 1.0156], [1.0474, 2.5297, 1.8251], [2.6467, 3.3210, 1.2691], [2.5613, 1.7072, 1.2502], [-1.4627, -0.0924, -0.7335], [-0.8814, -1.0849, -0.9586], [-3.3425, 2.8487, 0.4675], [-3.1347, -1.9199, -1.4045], [-4.5139, -0.8976, -0.6330], [-3.6127, -1.7266, 1.4466], [-2.7530, -3.9959, 1.8374], [-2.5542, -3.8521, -0.2276]], "forces_ev_per_a": [[1.046, -3.484, 1.471], [-0.830, 2.841, -2.990], [-6.905, -8.197, -0.178], [2.262, -0.495, -2.129], [-7.788, 10.343, 7.405], [4.382, -1.932, -2.992], [6.131, -3.511, -3.684], [-2.041, -1.681, 2.873], [-0.311, -0.584, -0.879], [-4.740, 4.111, 0.264], [3.565, -5.040, -3.372], [2.232, -1.174, 0.643], [-3.576, 11.810, 5.490], [-0.960, -7.244, -3.653], [0.914, -1.469, 7.964], [0.542, 1.110, -4.217], [-0.283, -1.323, 2.344], [-0.596, 1.952, -2.183], [-2.682, -0.169, 0.079], [2.103, -0.459, -0.982], [1.865, 1.109, 1.789], [-0.373, -2.794, -2.617], [1.420, 0.064, -3.388], [0.366, 1.319, -0.376], [3.917, -9.393, 6.186], [-5.368, 9.423, -1.151], [1.731, 0.790, -1.936], [-6.793, -7.103, -0.597], [2.639, 0.911, -2.583], [3.860, 5.505, 1.325], [-0.350, 0.253, -0.522], [4.548, 5.273, 2.647], [0.685, -5.148, -1.767], [-2.762, 2.861, 0.457], [0.432, 1.013, -0.327], [2.582, -1.751, 0.290], [-1.102, 1.728, 3.634], [-0.159, 1.214, -3.233], [0.400, -0.676, 0.894]]}

Record 2
{"formula": "C13H19N4O2ReSe", "method": "ωB97M-V/def2-TZVPD", "e_above_lowest_kcal_mol": 0.0, "lumo_energy_ev": [-13.3, -12.0], "homo_energy_ev": [-19.2, -19.1], "fmax_ev_per_a": 1.04, "spin_multiplicity": 2, "gap_ev": [5.90, 7.10], "s2": 1.13, "charge": 3, "species": ["Re", "N", "C", "C", "C", "O", "O", "H", "H", "H", "H", "H", "H", "C", "C", "C", "N", "C", "C", "H", "H", "H", "H", "H", "C", "N", "C", "C", "N", "C", "C", "Se", "H", "H", "H", "H", "H", "H", "H", "H"], "positions_angstrom": [[0.2131, 0.5730, 1.0345], [-1.1256, 0.1927, 2.7641], [-0.6283, -0.4394, 4.0567], [0.3433, -1.5898, 3.8280], [1.6116, -1.0579, 3.2761], [2.6868, -1.0490, 3.7332], [1.4172, -0.4043, 2.0151], [-1.4896, 1.1146, 3.0131], [-1.9411, -0.3354, 2.4575], [-1.4958, -0.8005, 4.6029], [-0.1718, 0.3471, 4.6545], [-0.0720, -2.3334, 3.1413], [0.5716, -2.0782, 4.7720], [3.3867, 3.4774, -1.1529], [3.1529, 3.5112, 0.2173], [2.2075, 2.6730, 0.7496], [1.4918, 1.8058, -0.0299], [1.7243, 1.7817, -1.3723], [2.6599, 2.5953, -1.9523], [4.1252, 4.1333, -1.5973], [3.6973, 4.1820, 0.8681], [2.0087, 2.6705, 1.8131], [1.1417, 1.0882, -1.9616], [2.8174, 2.5466, -3.0212], [-3.7662, 0.0320, -2.8088], [-2.6393, -0.9195, -2.6502], [-2.4666, -2.0281, -3.4047], [-1.3471, -2.6681, -2.9367], [-0.8541, -1.9320, -1.9079], [0.3207, -2.3345, -1.1203], [-1.6463, -0.8492, -1.7310], [-1.6238, 0.5555, -0.4899], [-4.3193, -0.2457, -3.7001], [-3.3874, 1.0433, -2.9294], [-4.4256, -0.0287, -1.9467], [-3.1296, -2.2952, -4.2124], [-0.8840, -3.5840, -3.2680], [0.6429, -3.3102, -1.4707], [0.0558, -2.4108, -0.0699], [1.1371, -1.6294, -1.2629]], "forces_ev_per_a": [[0.455, -0.321, 0.302], [0.442, 0.207, -0.022], [-0.115, -0.005, 0.008], [-0.346, 0.060, -0.215], [0.301, -0.281, 0.475], [0.223, 0.078, -0.139], [-0.576, 0.363, -0.787], [-0.112, -0.029, 0.051], [0.015, -0.050, -0.042], [-0.098, 0.037, 0.008], [0.064, 0.037, -0.041], [-0.037, -0.025, 0.084], [-0.047, -0.026, 0.068], [-0.011, -0.018, -0.051], [0.092, 0.048, -0.065], [-0.065, -0.192, -0.202], [-0.017, 0.353, 0.407], [-0.103, -0.071, 0.203], [0.136, 0.104, -0.018], [-0.009, -0.004, 0.002], [-0.006, -0.010, -0.013], [-0.071, -0.027, 0.021], [-0.049, 0.008, 0.032], [0.011, 0.008, 0.020], [0.082, -0.033, 0.013], [-0.161, 0.248, 0.095], [0.096, -0.108, -0.018], [-0.060, -0.015, -0.104], [0.086, -0.091, 0.139], [-0.030, 0.074, -0.076], [-0.102, -0.172, -0.083], [-0.005, -0.145, -0.067], [0.027, -0.046, -0.026], [0.049, -0.001, -0.021], [0.012, -0.044, 0.033], [-0.006, 0.027, 0.019], [0.006, 0.022, 0.016], [-0.014, -0.019, -0.031], [-0.047, 0.004, 0.036], [-0.011, 0.056, -0.011]]}